# C3H15NO7

A 5-piece molecular cluster, C3H15NO7 overall at a distorted geometry (ωB97M-V/def2-TZVPD, the Open Molecules 2025 dataset).

HOMO-LUMO gap   10.0408 eV
Strongest force on any atom   0.0385 hartree/bohr
Lowest unoccupied orbital energy   0.375 eV
SMILES string   N[C@@H](CO)C(=O)O.O.O.O.O
Energy relative to the best compared isomer or geometry (same formula, charge and spin)   107.65 kJ/mol
E_HOMO   -9.666 eV
E   -704.7213 Eh

Last column: natural (NBO) charge in e.
Cartesian coordinates (Å):
O: 2.346350 -2.225570 -0.849571  -0.953
O: 1.085680 -0.597973 2.591884  -0.958
O: 0.764940 1.291199 -0.234888  -0.752
O: -1.446071 1.783793 0.065624  -0.614
O: -0.581327 -1.167266 -0.074998  -0.766
O: -1.208275 -2.779658 1.905346  -0.972
O: 0.131782 2.936278 1.894761  -0.956
N: 0.042883 0.891244 -2.928412  -0.808
C: -0.796327 0.466935 -1.810456  -0.176
C: -0.532256 1.245436 -0.509363  0.817
C: -0.436428 -1.012381 -1.464914  -0.079
H: -1.065491 -1.756704 -1.961813  0.181
H: -1.862406 0.543753 -2.010459  0.212
H: 0.023309 1.902007 -2.975342  0.360
H: -1.936636 -2.411438 2.401720  0.486
H: -0.397347 2.161747 2.123456  0.475
H: 1.307840 0.225610 3.035575  0.471
H: 0.926807 -0.379324 1.665708  0.486
H: -0.524531 3.336296 1.332131  0.480
H: -0.451956 -3.008173 2.440103  0.499
H: -1.183308 -1.865269 0.194997  0.519
H: 0.516571 -1.221893 -1.959009  0.186
H: 1.293743 1.998346 0.143133  0.542
H: 1.932416 -3.084426 -0.759583  0.476
H: 1.861680 -1.541081 -0.385239  0.482
H: 0.981000 0.564769 -2.732566  0.364

Forces on atoms 1 to 6 (eV/Å):
1.0 0.1 -0.5
0.0 -0.1 0.1
1.3 -1.3 -0.7
0.5 0.1 0.3
1.2 0.2 0.0
-0.5 -0.5 -1.1